Record 1
Entry from OMol25: an isolated molecule of C2H4BrCl at a distorted geometry (ωB97M-V with the def2-TZVPD basis set).

Last column: natural (NBO) charge in e.
Cartesian coordinates (Å):
Cl  2.18  0.01  -0.06  -0.058
C  0.50  -0.58  0.02  -0.404
C  -0.47  0.59  -0.07  -0.425
Br  -2.31  -0.02  0.04  -0.012
H  0.22  -1.23  -0.83  0.222
H  0.57  -1.21  1.00  0.240
H  -0.27  1.27  -0.87  0.230
H  -0.42  1.17  0.76  0.208

Energy above the lowest of the compared OMol25 structures with the same formula, charge and spin: 47.94 kJ/mol
Orbital gap: 11.34 eV
HOMO level: -10.53 eV
Charge: 0
Multiplicity: 1

Record 2
Entry from OMol25: an isolated molecule of C4H7NO (ωB97M-V with the def2-TZVPD basis set).

Last column: natural (NBO) charge in e.
Cartesian coordinates (Å):
C  -0.87  -0.40  1.44  -0.805
C  0.27  -0.81  0.60  0.189
C  -0.13  -0.83  -0.85  -0.374
N  0.35  0.51  -1.29  -0.605
C  1.02  1.33  -0.38  0.519
O  2.04  1.91  -0.66  -0.574
H  -0.57  0.20  2.31  0.247
H  -1.76  0.03  0.95  0.195
H  -1.16  -1.38  1.86  0.287
H  0.44  -1.57  -1.41  0.217
H  -1.20  -0.96  -1.07  0.173
H  0.91  0.46  -2.13  0.397
H  0.50  1.48  0.58  0.133

Energy above the lowest of the compared OMol25 structures with the same formula, charge and spin: 444.80 kJ/mol
Orbital gap: 8.49 eV
HOMO level: -8.90 eV
Charge: 0
Multiplicity: 1

Record 3
Entry from OMol25: C45H115BeN8O14 as an isolated structure at a distorted geometry (ωB97M-V with the def2-TZVPD basis set).

Last column: Mulliken spin population.
Cartesian coordinates (Å):
Be  0.61  -3.38  -1.87  0.000
C  -0.91  1.29  -1.31  0.000
C  0.28  0.48  -0.76  -0.002
C  0.31  0.71  0.80  -0.002
O  0.31  -0.83  -1.31  0.000
H  -0.93  1.38  -2.40  0.000
H  -0.73  2.34  -1.08  0.000
H  -1.89  1.00  -0.95  0.000
H  1.20  0.93  -1.13  -0.001
H  0.24  1.76  1.10  0.001
H  1.18  0.23  1.25  0.000
H  -0.54  0.13  1.13  0.001
C  4.05  2.87  -3.95  0.000
O  2.92  2.47  -4.73  0.000
C  1.95  1.69  -3.97  0.000
C  0.82  1.24  -4.92  0.000
N  1.34  0.18  -5.81  0.000
C  0.58  0.11  -7.09  0.000
C  0.73  -1.15  -7.97  0.000
O  0.03  -2.31  -7.58  0.000
C  -1.39  -2.21  -7.53  0.000
H  4.65  3.59  -4.52  0.000
H  4.69  2.00  -3.84  0.000
H  3.86  3.37  -3.00  0.000
H  1.49  2.32  -3.21  0.000
H  2.27  0.79  -3.45  0.000
H  0.54  2.06  -5.58  0.000
H  -0.12  0.89  -4.50  0.000
H  2.30  0.45  -5.95  0.000
H  0.97  0.85  -7.78  0.000
H  -0.46  0.27  -6.81  0.000
H  1.79  -1.39  -8.05  0.000
H  0.40  -0.84  -8.96  0.000
H  -1.87  -2.03  -8.49  0.000
H  -1.59  -1.32  -6.93  0.000
H  -1.86  -3.10  -7.11  0.000
C  -0.46  4.65  9.15  0.000
O  -0.62  4.49  7.77  0.000
C  0.66  4.38  7.10  0.000
C  0.48  4.24  5.59  0.000
N  0.00  2.90  5.21  0.002
C  -0.49  2.76  3.84  0.004
C  -1.99  3.18  3.74  0.000
O  -2.92  2.17  4.24  0.000
C  -4.29  2.55  4.17  0.000
H  0.03  3.85  9.69  0.000
H  -1.47  4.85  9.48  0.000
H  0.02  5.61  9.35  0.000
H  1.26  3.56  7.49  0.000
H  1.28  5.25  7.31  0.000
H  1.42  4.44  5.08  0.000
H  -0.20  5.02  5.25  0.000
H  -0.75  2.60  5.81  0.000
H  -0.46  1.70  3.60  -0.003
H  0.11  3.37  3.17  0.000
H  -2.13  3.26  2.67  0.000
H  -2.14  4.12  4.26  0.000
H  -4.64  3.36  4.81  0.000
H  -4.94  1.69  4.33  0.000
H  -4.43  2.75  3.10  0.000
C  -0.53  -6.71  -3.01  0.000
O  -0.11  -5.40  -3.51  0.000
C  0.73  -5.51  -4.64  0.000
C  0.86  -4.09  -5.25  0.000
N  1.48  -3.04  -4.37  0.000
C  2.94  -3.24  -4.37  0.000
C  3.58  -2.25  -3.37  0.000
O  2.97  -2.41  -2.06  0.000
C  3.48  -1.37  -1.24  -0.001
H  -1.03  -7.35  -3.74  0.000
H  -1.31  -6.52  -2.27  0.000
H  0.32  -7.29  -2.65  0.000
H  0.29  -6.19  -5.37  0.000
H  1.74  -5.91  -4.50  0.000
H  -0.13  -3.70  -5.53  0.000
H  1.40  -4.11  -6.20  0.000
H  1.34  -2.12  -4.75  0.000
H  3.31  -3.15  -5.39  0.000
H  3.21  -4.23  -3.99  0.000
H  3.21  -1.29  -3.74  0.000
H  4.65  -2.42  -3.37  0.000
H  3.43  -0.32  -1.52  0.000
H  4.52  -1.58  -0.96  0.000
H  3.03  -1.55  -0.27  0.001
C  2.33  -3.40  1.70  0.001
O  1.18  -3.21  0.89  0.000
C  0.04  -3.45  1.58  0.000
C  -1.27  -3.31  0.80  0.000
N  -1.29  -4.10  -0.40  0.001
C  -2.49  -3.92  -1.18  -0.001
C  -2.59  -2.61  -1.94  0.001
O  -1.60  -2.66  -2.95  0.000
C  -1.87  -1.67  -3.92  0.000
H  2.21  -4.23  2.39  0.000
H  2.46  -2.49  2.29  -0.001
H  3.26  -3.51  1.14  0.000
H  -0.03  -2.80  2.45  0.000
H  0.03  -4.41  2.10  0.000
H  -1.29  -2.25  0.53  0.000
H  -2.05  -3.55  1.51  0.000
H  -1.40  -4.99  0.06  0.000
H  -3.37  -4.11  -0.57  0.000
H  -2.64  -4.75  -1.87  0.000
H  -2.33  -1.80  -1.26  0.000
H  -3.60  -2.39  -2.30  0.000
H  -1.15  -1.72  -4.73  0.000
H  -1.87  -0.68  -3.48  0.000
H  -2.79  -1.93  -4.45  0.000
C  7.52  -2.49  4.04  0.001
O  6.75  -1.41  3.50  0.009
C  5.44  -1.73  3.35  0.093
C  4.82  -0.62  2.48  0.005
N  4.82  0.70  3.20  0.705
C  4.04  0.92  4.42  -0.011
C  2.51  0.65  4.21  0.000
O  2.28  -0.67  4.59  0.004
C  0.87  -0.94  4.66  0.000
H  7.37  -3.44  3.52  0.000
H  7.27  -2.63  5.10  0.000
H  8.57  -2.22  3.99  0.001
H  4.94  -1.80  4.31  -0.002
H  5.36  -2.68  2.82  0.005
H  3.77  -0.82  2.25  -0.048
H  5.49  -0.55  1.63  0.013
H  5.78  1.04  3.23  -0.030
H  4.14  1.89  4.90  0.028
H  4.43  0.28  5.21  0.075
H  2.30  0.85  3.16  0.009
H  1.99  1.29  4.92  0.002
H  0.70  -1.99  4.90  0.000
H  0.35  -0.82  3.71  0.000
H  0.25  -0.28  5.27  0.000
C  -4.07  -1.02  0.96  0.000
C  -3.91  -0.65  2.46  0.000
C  -4.87  -1.46  3.37  0.000
O  -6.23  -1.23  3.08  0.000
C  -7.09  -2.06  3.97  0.000
N  -2.54  -0.79  2.97  0.000
H  -3.37  -0.36  0.44  0.000
H  -5.10  -0.95  0.59  0.000
H  -3.85  -2.07  0.76  0.000
H  -4.17  0.41  2.52  0.000
H  -4.72  -1.18  4.41  0.000
H  -4.58  -2.51  3.45  0.000
H  -8.09  -2.06  3.54  0.000
H  -7.08  -1.59  4.95  0.000
H  -6.62  -3.04  4.03  0.000
H  -1.93  -0.34  2.30  0.000
H  -2.58  -0.15  3.74  0.000
C  4.15  4.39  3.18  0.000
C  3.13  3.81  2.23  -0.012
C  2.37  4.88  1.41  0.018
O  1.56  5.66  2.32  0.001
C  0.98  6.78  1.65  0.000
N  3.87  2.88  1.41  0.154
H  4.66  3.72  3.88  0.001
H  3.67  5.21  3.70  -0.001
H  4.89  4.86  2.54  0.000
H  2.40  3.24  2.79  -0.006
H  1.69  4.41  0.70  -0.001
H  3.00  5.55  0.84  0.002
H  1.71  7.43  1.16  0.000
H  0.35  7.35  2.32  0.000
H  0.28  6.44  0.88  0.000
H  4.26  2.25  2.10  0.003
H  3.13  2.31  1.03  -0.021
C  -6.57  -0.56  -2.96  0.000
C  -6.11  0.87  -3.43  0.000
C  -4.60  1.03  -3.88  0.000
O  -4.36  2.44  -4.19  0.000
C  -2.99  2.69  -4.57  0.000
N  -7.01  1.21  -4.47  0.000
H  -6.36  -1.28  -3.75  0.000
H  -7.59  -0.57  -2.59  0.000
H  -5.98  -0.91  -2.11  0.000
H  -6.32  1.60  -2.64  0.000
H  -4.53  0.41  -4.78  0.000
H  -3.89  0.75  -3.11  0.000
H  -2.73  2.03  -5.41  0.000
H  -2.31  2.53  -3.73  0.000
H  -2.85  3.70  -4.95  0.000
H  -7.89  1.39  -4.01  0.000
H  -6.77  2.16  -4.73  0.000

Energy above the lowest of the compared OMol25 structures with the same formula, charge and spin: 39.93 kJ/mol
Orbital gap (alpha / beta): 5.74 / 2.81 eV
HOMO level (alpha / beta): -11.55 / -11.55 eV
Charge: +2
Multiplicity: 2

Record 4
Entry from OMol25: C37H68Cl26I3N2O2 as an isolated structure at a distorted geometry (ωB97M-V with the def2-TZVPD basis set).

Last column: Löwdin charge in e.
Cartesian coordinates (Å):
C  3.37  4.01  1.15  -0.041
C  3.50  4.84  -0.13  -0.398
O  3.99  6.14  0.14  -0.062
C  2.17  4.99  -0.91  -0.058
C  1.19  3.92  -0.65  -0.191
N  1.44  2.58  -0.84  0.239
C  0.37  1.85  -0.52  -0.213
C  0.25  0.39  -0.61  -0.174
C  0.56  -0.31  0.69  -0.801
O  -0.02  -0.11  1.68  0.069
I  2.17  -1.74  0.63  1.029
N  -0.57  2.70  -0.13  0.228
C  -0.10  4.00  -0.19  -0.250
C  -0.86  5.23  0.15  -0.682
I  -1.37  6.17  -1.74  0.947
C  -2.08  4.97  1.07  -0.815
C  -3.47  5.24  0.53  -0.252
I  -1.82  6.14  2.86  0.929
H  4.04  4.45  1.88  0.084
H  3.74  3.00  0.98  0.003
H  2.38  4.01  1.58  0.085
H  4.25  4.40  -0.77  0.125
H  3.45  6.53  0.84  0.020
H  2.39  5.04  -1.97  0.136
H  1.72  5.94  -0.66  0.107
H  2.32  2.19  -1.17  0.195
H  -0.77  0.14  -0.89  0.075
H  0.87  0.02  -1.42  0.040
H  -1.50  2.42  0.17  0.154
H  -0.19  5.92  0.63  0.023
H  -2.05  3.94  1.41  0.055
H  -3.69  4.57  -0.30  0.009
H  -3.61  6.27  0.25  0.046
H  -4.18  5.02  1.32  0.070
Cl  2.02  1.96  -5.02  0.527
C  2.13  0.19  -5.24  -0.671
C  0.77  -0.45  -5.35  -0.609
Cl  -0.12  -0.34  -3.80  0.580
H  2.69  -0.22  -4.41  0.070
H  2.69  0.01  -6.16  -0.004
H  0.87  -1.51  -5.59  0.083
H  0.15  0.02  -6.11  0.075
Cl  -1.32  8.01  5.82  0.480
C  -3.02  8.54  5.90  -0.665
C  -3.18  9.80  6.71  -0.666
Cl  -2.86  9.52  8.44  0.548
H  -3.61  7.72  6.31  0.071
H  -3.35  8.72  4.87  0.063
H  -4.21  10.15  6.63  0.075
H  -2.51  10.58  6.37  0.069
Cl  2.12  -5.83  1.68  0.522
C  1.45  -4.80  2.98  -0.675
C  2.44  -3.77  3.46  -0.721
Cl  3.82  -4.48  4.34  0.563
H  1.12  -5.45  3.78  0.030
H  0.60  -4.29  2.55  -0.014
H  1.95  -3.08  4.14  0.052
H  2.85  -3.20  2.63  -0.088
Cl  4.75  0.47  -7.57  0.577
C  6.22  1.35  -7.09  -0.639
C  6.13  2.82  -7.43  -0.669
Cl  6.14  3.10  -9.18  0.552
H  7.06  0.88  -7.59  0.071
H  6.34  1.23  -6.02  0.073
H  6.99  3.34  -7.02  0.075
H  5.23  3.26  -7.02  0.063
Cl  -1.55  -2.44  -1.60  0.557
C  -0.77  -3.99  -1.18  -0.634
C  -1.57  -4.79  -0.19  -0.614
Cl  -1.62  -3.94  1.38  0.593
H  0.21  -3.74  -0.76  0.012
H  -0.63  -4.55  -2.10  0.083
H  -1.07  -5.75  -0.03  0.079
H  -2.59  -4.97  -0.51  0.075
Cl  5.62  -1.19  3.28  0.541
C  5.28  -0.41  4.85  -0.618
C  3.97  -0.86  5.43  -0.626
Cl  2.58  -0.27  4.47  0.551
H  5.31  0.66  4.70  0.051
H  6.09  -0.69  5.52  0.085
H  3.85  -0.46  6.43  0.080
H  3.90  -1.94  5.47  0.026
Cl  -1.03  -6.76  5.12  0.558
C  -1.92  -7.43  3.72  -0.639
C  -1.39  -8.77  3.29  -0.688
Cl  0.23  -8.67  2.55  0.532
H  -1.89  -6.70  2.92  0.042
H  -2.96  -7.55  4.04  0.077
H  -2.04  -9.20  2.54  0.002
H  -1.33  -9.46  4.13  0.046
Cl  2.74  8.81  1.58  0.570
C  4.35  9.38  1.06  -0.638
C  4.32  10.82  0.64  -0.661
Cl  3.39  11.07  -0.86  0.547
H  4.68  8.73  0.24  0.062
H  5.02  9.25  1.90  0.080
H  5.34  11.16  0.45  0.076
H  3.89  11.45  1.41  0.069
Cl  -4.03  2.20  -1.60  0.579
C  -3.71  0.69  -2.49  -0.656
C  -4.04  0.82  -3.96  -0.647
Cl  -5.80  0.99  -4.22  0.591
H  -4.29  -0.10  -2.03  0.064
H  -2.66  0.47  -2.38  0.015
H  -3.72  -0.07  -4.48  0.076
H  -3.56  1.69  -4.40  0.072
Cl  4.99  0.97  1.89  0.501
C  6.71  1.30  2.24  -0.649
C  7.10  2.71  1.86  -0.637
Cl  7.05  2.96  0.09  0.556
H  7.30  0.56  1.70  0.070
H  6.86  1.15  3.31  0.050
H  8.11  2.91  2.19  0.079
H  6.43  3.43  2.32  0.062
Cl  -8.14  -4.16  -5.33  0.550
C  -8.59  -3.01  -4.04  -0.650
C  -7.46  -2.08  -3.69  -0.682
Cl  -6.10  -2.93  -2.90  0.529
H  -8.91  -3.58  -3.17  0.060
H  -9.44  -2.43  -4.40  0.077
H  -7.81  -1.32  -2.99  0.069
H  -7.06  -1.58  -4.57  0.032
Cl  -7.94  -6.17  -0.65  0.529
C  -7.76  -6.64  -2.36  -0.681
C  -8.20  -8.05  -2.62  -0.662
Cl  -7.12  -9.25  -1.86  0.537
H  -6.72  -6.49  -2.64  0.065
H  -8.37  -5.95  -2.94  0.032
H  -8.19  -8.25  -3.69  0.074
H  -9.21  -8.23  -2.24  0.069
Cl  -2.52  -10.55  0.23  0.555
C  -1.45  -11.94  0.57  -0.644
C  -2.04  -12.88  1.58  -0.645
Cl  -2.12  -12.16  3.21  0.573
H  -0.49  -11.54  0.91  0.061
H  -1.30  -12.46  -0.37  0.073
H  -1.41  -13.77  1.66  0.075
H  -3.04  -13.18  1.30  0.069

Energy above the lowest of the compared OMol25 structures with the same formula, charge and spin: 37.60 kJ/mol
Orbital gap: 8.64 eV
HOMO level: -11.29 eV
Charge: +1
Multiplicity: 1

- What is the energy above the lowest of the compared OMol25 structures with the same formula, charge and spin in the first record?
  47.94 kJ/mol

- Look up the energy above the lowest of the compared OMol25 structures with the same formula, charge and spin of the first one.
  47.94 kJ/mol

- Look up the charge of the fourth one.
  +1